C3H7O2PS | wB97M-V/def2-TZVPD

Cartesian coordinates (Å):
C 1.146084 -1.440807 0.270575
C 0.914804 -0.587746 -1.020693
C -0.828944 1.904909 0.604344
O 0.686752 -0.773464 1.330932
O -0.446406 -0.309529 -1.136658
P -1.387226 0.245092 0.039015
S -3.239826 -0.280036 -0.067676
H 0.560760 -2.492164 0.205115
H 2.118114 -1.766888 0.352635
H 1.612160 0.188383 -0.750381
H 1.223796 -1.222432 -1.872972
H -1.270490 2.019227 1.590325
H 0.249241 1.809020 0.570413
H -1.338820 2.706437 -0.114968

Atomic forces in eV per Å
C -4.5 -2.3 -0.6
C 1.7 -2.8 1.1
C -2.0 0.3 -2.0
O -1.9 1.7 0.1
O -1.3 1.1 0.3
P 1.6 -1.1 0.2
S 1.5 0.5 0.3
H 0.8 1.7 -0.5
H 2.8 -0.1 0.0
H -0.3 1.3 -0.9
H -0.3 0.9 0.1
H 0.4 0.1 0.2
H 0.1 0.5 0.2
H 1.4 -1.7 1.4

As for the HOMO energy: -8.57 eV. The energy above the lowest of the compared OMol25 structures with the same formula, charge and spin comes out at 3.142 eV. The value obtained for the electronic energy is -1008.447200 a.u.

Atomic partial charges in e from the Mulliken method, atoms 1 to 4:
1. C -0.5092
2. C -0.3390
3. C -0.7183
4. O -0.6519